19
Properties=species:S:1:pos:R:3:forces:R:3 method="wB97M-V/def2-TZVPD" largest_force_ev_per_a=2.6 smiles=CNC(O)O.C#CC e_above_lowest_ev=3.937 homo_lumo_gap_ev=10.727
C 1.26595 -1.18921 0.93149 -0.03 0.16 -0.07
N 1.42486 0.22589 1.28207 0.86 -0.12 -0.63
C 0.95548 1.22148 0.22517 0.49 -0.67 0.68
O 1.87707 2.26574 0.11542 -0.10 -0.07 -0.04
O -0.21792 1.55857 0.83683 0.19 -0.73 1.72
H 1.54678 -1.80541 1.78400 -0.05 -0.01 -0.02
H 1.87401 -1.47053 0.06802 0.00 -0.03 0.02
H 0.21974 -1.36247 0.68400 0.01 -0.10 0.01
H 2.38363 0.43176 1.55138 -0.06 -0.04 -0.08
H 0.83917 0.75526 -0.76189 0.11 0.07 0.12
H 1.64746 2.90982 0.79915 -0.09 -0.05 -0.07
H 0.21181 0.89991 1.73298 -1.31 1.59 -1.61
C -1.07717 -1.95626 -1.84856 -0.19 0.24 0.11
C -1.73785 -1.02126 -1.48745 0.24 -0.30 -0.07
C -2.52098 0.11094 -1.02704 -0.16 0.22 0.02
H -0.51012 -2.79254 -2.16063 0.12 -0.15 -0.10
H -1.91603 0.75486 -0.38344 -0.07 -0.03 -0.03
H -2.87511 0.69619 -1.87777 0.00 -0.01 0.05
H -3.39077 -0.23275 -0.46374 0.04 0.03 -0.02

111
Properties=species:S:1:pos:R:3:forces:R:3 method="wB97M-V/def2-TZVPD" largest_force_ev_per_a=1.9 smiles=CC1(C)CCCC(C)(C)N1O.CC1(C)CCCC(C)(C)N1O.CC1(C)CCCC(C)(C)N1O.CCO.CCO.O e_above_lowest_ev=0.000 homo_lumo_gap_ev=8.451
C -0.14112 -2.77291 4.05773 0.39 -0.94 0.43
C 1.04881 -1.91967 3.62757 -0.64 0.19 -0.64
C 1.24146 -2.09978 2.10229 0.97 0.58 0.71
C 0.65575 -0.46280 3.88766 -0.39 1.05 -0.30
C 1.82002 0.52415 3.90839 0.04 -0.90 0.11
C 2.85523 0.00756 4.88930 0.51 0.51 0.20
C 3.35682 -1.40639 4.59368 0.73 0.19 -0.49
C 4.33621 -1.39851 3.38659 -0.35 -0.02 -0.76
C 4.12558 -1.87826 5.80574 0.18 -0.90 1.25
N 2.22955 -2.28119 4.38197 -0.90 0.42 1.43
O 2.50946 -3.64670 4.41213 0.28 -0.01 -0.46
H -0.42870 -2.56294 5.09021 -0.24 0.42 -0.16
H -0.95597 -2.67805 3.34101 -0.14 0.16 0.18
H 0.13584 -3.83053 4.11546 0.04 0.09 -0.42
H 2.11937 -1.54324 1.76131 0.06 -0.03 0.17
H 1.44443 -3.15593 1.92435 -0.54 -0.01 -0.56
H 0.42605 -1.61369 1.57213 -0.37 -0.81 -0.20
H -0.04018 -0.14881 3.09700 0.14 -0.24 -0.15
H 0.03064 -0.28749 4.77032 0.41 -0.58 0.37
H 2.26565 0.56036 2.91031 -0.08 0.40 -0.01
H 1.44411 1.49317 4.23278 0.18 0.21 -0.28
H 2.47627 0.06617 5.91436 -0.21 -0.24 -0.08
H 3.75096 0.64252 4.90061 -0.10 0.04 -0.12
H 4.24007 -2.32998 2.81583 0.29 -0.12 0.26
H 5.37644 -1.25884 3.67414 0.00 -0.07 0.09
H 4.10951 -0.64309 2.62424 -0.11 0.15 0.30
H 5.06620 -1.36369 6.00858 -0.12 0.35 -0.36
H 4.38034 -2.93966 5.75853 -0.01 0.06 -0.30
H 3.52195 -1.79806 6.71677 -0.10 0.13 -0.17
H 3.00080 -3.85977 3.60103 -0.05 -0.04 -0.02
C 4.16100 1.01326 -1.24526 0.45 0.75 -0.24
C 2.91992 0.93295 -2.16876 0.35 -1.05 1.36
C 2.16171 2.23704 -2.08307 -0.10 0.42 -0.88
C 3.36055 0.63916 -3.58779 0.49 -0.31 -0.25
C 3.75340 -0.81831 -3.82005 -0.27 -0.06 -0.42
C 2.62804 -1.74423 -3.38588 0.27 -0.14 0.63
C 2.24223 -1.55522 -1.91325 0.29 -0.29 -0.17
C 0.94849 -2.32227 -1.62197 0.80 0.07 -0.16
C 3.34805 -2.15985 -1.03333 0.99 0.98 0.24
N 2.01733 -0.13310 -1.70397 -1.55 0.17 -1.12
O 1.50436 0.15349 -0.41602 0.91 0.17 0.62
H 3.92167 0.68872 -0.23535 -0.01 0.10 0.06
H 5.03034 0.46008 -1.60540 -0.23 -0.33 -0.03
H 4.51990 2.05038 -1.22690 -0.13 -0.06 0.24
H 2.73905 3.06835 -2.49937 0.28 -0.09 0.30
H 1.29025 2.19491 -2.74346 -0.27 -0.15 0.43
H 1.91431 2.43861 -1.04518 -0.04 0.16 -0.02
H 2.58902 0.89691 -4.31625 -0.04 0.24 0.09
H 4.25968 1.24466 -3.73064 -0.24 0.27 -0.41
H 3.91371 -0.99437 -4.88834 0.11 0.22 0.01
H 4.71161 -1.04366 -3.34808 -0.14 -0.14 0.25
H 2.94866 -2.78671 -3.45796 -0.16 0.00 -0.35
H 1.73814 -1.58770 -4.00007 0.07 0.02 -0.10
H 0.13120 -2.06467 -2.29333 -0.05 0.22 0.12
H 0.72968 -2.12252 -0.57759 -0.52 -0.44 0.00
H 1.18629 -3.37724 -1.77294 -0.23 -0.07 0.25
H 4.22851 -1.51054 -1.06064 -0.01 -0.05 -0.19
H 3.71878 -3.12252 -1.38390 -0.43 -0.23 0.14
H 3.10472 -2.16252 0.02801 -0.34 -0.39 -0.08
H 0.56500 -0.06199 -0.41306 -0.22 0.02 -0.46
C -1.31914 0.38368 -3.18746 0.98 1.44 0.39
C -2.78173 0.79084 -3.19750 -0.30 0.07 -0.87
C -3.11097 1.31567 -4.60758 -0.40 0.13 0.44
C -3.62297 -0.45280 -2.89684 -0.48 0.24 -0.04
C -5.04306 -0.14313 -2.44767 0.14 -0.15 0.35
C -5.03189 0.83321 -1.28952 -0.61 -0.37 0.34
C -4.26676 2.13353 -1.52846 -0.55 -0.35 -0.11
C -5.15049 3.08380 -2.34582 0.61 0.49 0.16
C -3.99210 2.71666 -0.13869 -0.32 0.90 -0.36
N -3.00001 1.82501 -2.17975 0.75 -1.08 1.12
O -2.23907 2.98719 -2.45082 -0.25 0.02 0.17
H -1.02712 -0.24795 -4.02324 -0.21 -0.43 0.22
H -0.69483 1.28272 -3.28969 -0.26 0.01 -0.35
H -0.98493 0.04967 -2.20551 -0.22 -0.76 -0.20
H -4.11518 1.73794 -4.63053 -0.05 -0.03 -0.06
H -2.41961 2.12137 -4.84571 0.06 -0.12 -0.31
H -3.09401 0.49258 -5.32042 0.32 0.15 -0.19
H -3.71001 -1.02831 -3.81987 0.40 -0.19 0.07
H -3.12920 -1.06815 -2.13946 0.03 0.00 -0.01
H -5.66020 0.22130 -3.27113 0.05 0.02 -0.05
H -5.47586 -1.07945 -2.08407 -0.24 0.06 -0.22
H -4.70356 0.31198 -0.38009 0.50 0.08 -0.16
H -6.05872 1.11017 -1.02589 0.01 0.09 -0.14
H -5.41358 2.65488 -3.30791 -0.22 -0.04 0.00
H -4.57839 3.99776 -2.52935 -0.10 -0.03 -0.12
H -6.04224 3.36692 -1.78676 -0.09 -0.13 -0.05
H -3.77503 3.78885 -0.21661 0.29 -0.14 0.07
H -3.17496 2.19852 0.35329 0.01 -0.03 0.10
H -4.90095 2.66071 0.46371 0.05 -0.17 0.06
H -1.72678 3.06724 -1.63375 0.23 0.13 -0.04
C -4.04083 -2.47097 1.96248 0.89 0.27 -0.01
C -3.58629 -2.92069 0.57266 0.15 0.25 0.53
O -2.16952 -2.84629 0.47756 -0.13 -0.06 -0.22
H -5.08357 -2.66716 2.19874 -0.05 -0.10 -0.04
H -3.82934 -1.40246 2.07990 -0.25 0.02 -0.12
H -3.36138 -2.94115 2.67938 -0.38 -0.25 0.11
H -4.05121 -2.27465 -0.18096 -0.10 -0.28 -0.18
H -3.83383 -3.96791 0.40836 -0.23 0.03 -0.16
H -1.94483 -1.92995 0.26811 0.12 0.09 0.15
C -0.03628 5.01259 0.26376 -0.27 0.36 0.16
C -0.39646 3.79196 1.08435 0.53 -0.69 -0.41
O -0.52689 2.62644 0.23124 -0.26 0.49 0.06
H -0.92822 5.47198 -0.16333 0.09 -0.06 -0.24
H 0.66385 4.74243 -0.52931 -0.06 0.00 -0.07
H 0.46333 5.77495 0.86367 -0.07 -0.05 0.11
H -1.35085 3.86504 1.59660 0.02 0.20 0.14
H 0.40735 3.58413 1.79557 -0.17 0.02 0.21
H 0.24322 2.64477 -0.34868 0.05 -0.38 -0.03
O -1.67007 -0.08447 0.13731 0.11 -0.09 0.05
H -2.16359 0.46327 -0.49528 0.05 0.18 -0.15
H -1.24843 0.55074 0.72875 -0.05 0.19 -0.01

18
Properties=species:S:1:pos:R:3:forces:R:3 method="wB97M-V/def2-TZVPD" largest_force_ev_per_a=4.1 homo_lumo_gap_ev=7.006
N 2.77908 -1.10981 -0.39381 -1.40 0.25 -0.94
C 2.15354 0.07081 -0.54861 0.88 -0.42 -0.60
N 2.71677 1.01627 -1.25371 -0.34 0.66 0.43
N 0.90620 0.39646 0.01674 -0.17 -0.02 0.53
Cl 0.83234 0.16064 1.72011 -0.05 -0.05 0.03
S -0.37342 -0.34382 -0.82864 -2.34 -1.76 -2.93
O -0.05007 -0.31928 -2.22423 0.88 1.50 0.69
O -0.65059 -1.66312 -0.39258 0.16 0.87 1.62
F -1.55533 0.63346 -0.62085 1.66 -0.73 0.47
H 2.12961 -1.89987 -0.41825 0.24 -0.06 0.58
H 3.56161 -1.23590 -1.03005 0.10 -0.12 0.42
H 2.39355 1.96573 -1.07982 -0.02 -0.22 -0.48
H 3.48249 0.84902 -1.89496 -0.03 0.10 0.25
B -3.67439 0.29668 1.79264 -0.61 0.11 0.18
F -4.31079 -0.07004 0.58585 0.29 0.06 0.11
F -3.62882 1.70577 1.89873 0.17 -0.24 -0.10
F -4.37090 -0.24490 2.88767 0.26 0.09 -0.24
F -2.34088 -0.20810 1.78374 0.31 -0.02 -0.03

10
Properties=species:S:1:pos:R:3:forces:R:3 method="wB97M-V/def2-TZVPD" largest_force_ev_per_a=5.3 e_above_lowest_ev=2.372 homo_lumo_gap_ev=9.700
N -1.31334 -0.82990 0.08879 0.39 -3.77 -0.08
N -1.24883 0.34870 -0.47919 1.05 3.35 -0.33
C -0.17319 1.12970 -0.27231 -0.35 -5.27 0.66
C 0.98508 0.30277 0.40663 2.36 2.18 -3.52
F 1.46139 -0.80892 -0.64354 -1.06 1.90 2.15
H -2.09805 -1.52426 -0.22559 1.94 2.41 0.51
H -0.38018 -1.34949 0.19847 -2.01 0.87 -0.28
H 0.03133 2.02545 -0.85443 -0.45 -0.23 0.33
H 1.93641 0.95251 0.48000 -1.56 -1.23 0.09
H 0.79940 -0.24656 1.30116 -0.31 -0.21 0.47

7
Properties=species:S:1:pos:R:3:forces:R:3 method="wB97M-V/def2-TZVPD" largest_force_ev_per_a=2.5 e_above_lowest_ev=5.096 homo_lumo_gap_ev="6.736 / 6.635"
C 0.41777 0.59761 1.56102 0.22 0.19 0.29
N -0.49050 0.16291 0.82017 0.33 0.11 0.21
O 0.20144 -0.92883 -2.59282 -0.47 0.46 2.27
S -1.28455 -0.41207 -0.31866 0.55 -0.68 -2.38
H 0.16827 0.95754 2.55055 -0.12 -0.04 0.10
H 1.45470 0.63963 1.25080 0.05 -0.06 -0.28
H -0.46714 -1.01680 -3.27107 -0.55 0.01 -0.20

73
Properties=species:S:1:pos:R:3:forces:R:3 method="wB97M-V/def2-TZVPD" largest_force_ev_per_a=4.3 spin_multiplicity=4 homo_lumo_gap_ev="2.941 / 2.965"
Nd 3.46627 -0.27747 -0.89526 1.72 3.11 -2.36
S 5.94585 0.47216 -1.94990 0.03 -0.63 -0.23
C 5.90813 1.93005 -1.02196 -0.15 0.88 0.22
C 7.09164 2.33244 -0.37628 -0.50 -0.11 -0.11
C 7.16127 3.51231 0.33093 -0.46 0.57 0.15
C 8.37665 3.87356 0.98800 0.04 0.03 0.01
N 9.35986 4.15305 1.51295 0.17 0.04 0.09
C 6.02651 4.36650 0.40221 0.71 -0.41 0.01
C 4.86070 3.99613 -0.22893 0.01 -0.50 -0.15
C 4.75684 2.78256 -0.93381 0.83 0.22 0.19
S 3.25876 2.42681 -1.70406 -0.76 -0.12 -0.45
C 6.08956 5.60462 1.10927 0.04 0.05 0.03
N 6.12762 6.60781 1.66895 -0.03 0.16 0.10
H 7.95711 1.68851 -0.43760 0.03 0.00 0.00
H 3.99712 4.64445 -0.18157 -0.02 -0.01 -0.02
F -3.62793 0.89634 -2.99768 0.08 0.00 0.45
C -3.09437 0.88063 -1.73864 0.38 -0.02 -0.61
C -1.73677 0.71416 -1.60577 0.00 -0.04 0.77
C -1.15748 0.63806 -0.31801 -1.53 0.27 -0.75
C 0.23989 0.36805 -0.18138 2.31 -0.50 -1.46
O 1.01383 0.17061 -1.18452 -2.12 0.42 2.11
C 0.72811 0.28479 1.17645 0.30 -0.15 -0.41
C -0.07782 0.46469 2.23607 -0.43 0.11 -0.43
N -1.41968 0.75252 2.08682 0.36 -0.01 -0.23
C -2.22310 1.00354 3.24475 -0.29 -0.16 0.29
C -1.67907 1.87669 4.33185 0.01 0.04 0.07
C -2.77949 2.38274 3.44851 -0.06 0.11 0.01
C -1.98912 0.78427 0.82241 0.76 -0.09 -0.12
C -3.35756 0.96207 0.64734 -0.82 0.20 -1.03
C -3.93552 1.01402 -0.64238 0.26 -0.07 1.36
N -5.35794 1.16758 -0.72728 0.28 -0.16 0.06
C -6.12574 -0.00074 -0.34601 -0.03 -0.05 0.00
C -7.52634 0.43014 0.05806 0.29 -0.24 0.20
N -8.15009 1.13002 -1.11187 0.01 0.06 0.04
C -7.32376 2.31188 -1.52934 0.36 0.23 -0.16
C -5.92953 1.81464 -1.88534 -0.10 0.07 -0.08
C 2.17150 -0.14531 1.17356 -0.11 0.26 1.85
O 2.38328 -1.36191 0.98703 -0.55 -0.02 0.38
O 3.08148 0.73012 1.09653 -1.05 0.06 1.22
H -1.10025 0.61529 -2.47345 0.05 -0.04 -0.03
H 0.27925 0.38586 3.25254 -0.07 0.04 0.02
H -2.84218 0.16164 3.54443 0.04 0.05 0.01
H -0.69153 2.29868 4.20786 -0.02 0.03 -0.07
H -1.92396 1.60946 5.35040 0.01 -0.03 -0.04
H -2.52884 3.12390 2.70197 0.08 0.00 0.01
H -3.77348 2.48319 3.86446 0.02 -0.06 0.01
H -4.00494 1.08906 1.50470 0.01 0.03 -0.06
H -5.64135 -0.49022 0.49659 -0.09 -0.04 0.00
H -6.19433 -0.73936 -1.16772 0.05 0.03 0.08
H -7.47467 1.14527 0.87636 -0.09 0.05 -0.02
H -8.14902 -0.41646 0.34340 -0.05 0.04 -0.11
H -9.10415 1.41379 -0.89803 -0.08 0.00 -0.01
H -8.18482 0.47539 -1.89622 -0.12 -0.03 -0.04
H -7.28020 2.99705 -0.68556 -0.09 -0.02 0.04
H -7.80592 2.79754 -2.37694 -0.06 -0.09 0.03
H -5.31390 2.66457 -2.16833 -0.03 0.04 -0.08
H -6.00288 1.14754 -2.76052 0.06 0.06 0.03
O 2.92094 -2.14749 -2.00770 -0.61 -1.14 -0.71
C 3.70171 -2.78783 -1.24429 0.67 -0.97 0.00
O 4.58318 -2.21013 -0.55715 0.40 -1.51 -0.06
C 3.56705 -4.27802 -1.14980 -0.06 -0.03 0.03
C 4.41049 -4.99062 -0.30503 -0.05 0.14 -0.07
C 4.29869 -6.36486 -0.21581 -0.02 -0.26 0.03
C 3.33389 -7.00827 -0.97756 0.06 0.64 -0.09
C 2.47456 -6.30727 -1.81204 -0.05 -0.28 0.01
C 2.59527 -4.93344 -1.89654 0.10 0.07 0.06
N 3.22312 -8.46474 -0.90855 -0.08 -0.44 0.16
O 4.00220 -9.06099 -0.18894 -0.05 0.10 -0.09
O 2.34991 -9.00278 -1.56474 0.07 0.09 0.01
H 5.14667 -4.44603 0.26931 0.02 -0.02 0.00
H 4.93981 -6.94477 0.43085 0.02 0.00 -0.02
H 1.72942 -6.84878 -2.37480 0.01 0.00 -0.04
H 1.94952 -4.34925 -2.53727 0.00 -0.02 -0.01